Record 1
Entry from the Open Molecules 2025 dataset: a structure of composition C30H43Cl2CrN5O4Si4 (ωB97M-V/def2-TZVPD).

Calculated values
Total charge: -1
E_LUMO (alpha / beta) (eV): 2.10 / 1.98
E_HOMO (alpha / beta) (eV): -4.81 / -4.68
Spin multiplicity: 4
Energy (eV): -132435.1279
Kohn-Sham gap (alpha / beta) (eV): 6.9 / 6.7

Atoms and positions in Å:
Cr (-0.20, 0.37, -0.15)
Cl (6.65, 0.96, -0.10)
C (5.04, 0.46, 0.31)
C (4.00, 0.83, -0.52)
C (2.69, 0.44, -0.24)
N (1.56, 0.86, -0.95)
C (1.59, 1.78, -1.92)
O (2.55, 2.29, -2.50)
C (0.19, 2.25, -2.28)
C (0.00, 3.27, -3.20)
C (-1.28, 3.74, -3.41)
C (-2.34, 3.15, -2.73)
C (-2.07, 2.12, -1.84)
N (-0.82, 1.70, -1.61)
C (2.42, -0.37, 0.89)
C (3.49, -0.72, 1.71)
C (4.78, -0.31, 1.43)
Cl (6.05, -0.79, 2.51)
N (1.07, -0.69, 1.17)
C (0.89, -1.78, 1.97)
O (1.70, -2.68, 2.13)
C (-0.39, -1.89, 2.79)
C (-0.72, -3.14, 3.33)
C (-1.86, -3.25, 4.10)
C (-2.63, -2.13, 4.33)
C (-2.21, -0.93, 3.78)
N (-1.11, -0.81, 3.04)
H (4.19, 1.43, -1.40)
H (0.88, 3.66, -3.70)
H (-1.46, 4.54, -4.11)
H (-3.36, 3.47, -2.87)
H (-2.86, 1.62, -1.30)
H (3.32, -1.34, 2.58)
H (-0.07, -3.97, 3.12)
H (-2.14, -4.21, 4.52)
H (-3.54, -2.17, 4.91)
H (-2.79, -0.02, 3.93)
N (0.27, 2.12, 1.25)
C (-0.79, 2.35, 2.26)
C (-2.13, 2.53, 1.56)
C (-2.79, 1.21, 1.19)
O (-3.97, 1.03, 1.45)
O (-2.06, 0.34, 0.56)
H (1.13, 1.83, 1.70)
H (0.47, 2.98, 0.74)
H (-0.57, 3.20, 2.90)
H (-0.81, 1.45, 2.87)
H (-1.98, 3.11, 0.64)
H (-2.83, 3.09, 2.19)
C (-4.26, -0.73, -1.69)
Si (-3.02, -2.12, -1.38)
C (-3.29, -2.74, 0.37)
C (-3.58, -3.52, -2.53)
Si (-0.79, -1.53, -1.72)
Si (-0.51, -1.10, -4.02)
C (1.29, -0.70, -4.41)
C (-1.61, 0.28, -4.68)
C (-0.95, -2.52, -5.19)
Si (0.44, -3.52, -1.46)
C (0.38, -4.73, -2.91)
C (-0.20, -4.55, -0.03)
C (2.25, -3.10, -1.25)
H (-5.24, -1.16, -1.90)
H (-3.98, -0.10, -2.55)
H (-4.34, -0.10, -0.80)
H (-4.35, -2.71, 0.62)
H (-2.76, -2.10, 1.08)
H (-2.93, -3.77, 0.49)
H (-4.59, -3.84, -2.25)
H (-2.92, -4.39, -2.47)
H (-3.61, -3.19, -3.57)
H (1.80, -0.20, -3.58)
H (1.38, -0.06, -5.29)
H (1.84, -1.62, -4.61)
H (-1.71, 1.14, -4.02)
H (-2.62, -0.12, -4.86)
H (-1.21, 0.63, -5.64)
H (-0.23, -3.33, -5.15)
H (-0.97, -2.14, -6.21)
H (-1.93, -2.94, -4.97)
H (-0.63, -4.88, -3.29)
H (0.76, -5.69, -2.57)
H (1.01, -4.40, -3.74)
H (-0.97, -5.23, -0.39)
H (-0.63, -3.95, 0.77)
H (0.62, -5.14, 0.40)
H (2.65, -2.67, -2.17)
H (2.83, -4.00, -1.01)
H (2.42, -2.39, -0.44)

Partial charges, Mulliken, in e: atom 1 (Cr): -1.235, atom 2 (Cl): -0.248, atom 3 (C): 0.000, atom 4 (C): -0.725, atom 5 (C): 0.612, atom 6 (N): 0.917, atom 7 (C): -0.654, atom 8 (O): -0.830, atom 9 (C): 0.606, atom 10 (C): -0.532, atom 11 (C): -0.790, atom 12 (C): -1.077, atom 13 (C): -0.822, atom 14 (N): 1.365, atom 15 (C): -1.247, atom 16 (C): -0.657, atom 17 (C): -0.215, atom 18 (Cl): -0.243, atom 19 (N): 1.440, atom 20 (C): -0.351, atom 21 (O): -0.699, atom 22 (C): 0.559, atom 23 (C): -0.604, atom 24 (C): -0.636, atom 25 (C): -0.954, atom 26 (C): -0.145, atom 27 (N): -0.021, atom 28 (H): 0.704, atom 29 (H): 0.596, atom 30 (H): 0.415, atom 31 (H): 0.480, atom 32 (H): 0.331, atom 33 (H): 0.622, atom 34 (H): 0.497, atom 35 (H): 0.424, atom 36 (H): 0.421, atom 37 (H): 0.437, atom 38 (N): -0.284, atom 39 (C): -0.646, atom 40 (C): -0.890, atom 41 (C): 0.358, atom 42 (O): -0.762, atom 43 (O): 0.032, atom 44 (H): 0.204, atom 45 (H): 0.300, atom 46 (H): 0.437, atom 47 (H): 0.298, atom 48 (H): 0.130, atom 49 (H): 0.463, atom 50 (C): -1.177, atom 51 (Si): 1.014, atom 52 (C): -0.711, atom 53 (C): -1.291, atom 54 (Si): 0.697, atom 55 (Si): 0.814, atom 56 (C): -0.977, atom 57 (C): -0.728, atom 58 (C): -1.201, atom 59 (Si): 0.731, atom 60 (C): -1.429, atom 61 (C): -0.484, atom 62 (C): -0.630, atom 63 (H): 0.514, atom 64 (H): 0.149, atom 65 (H): 0.241, atom 66 (H): 0.496, atom 67 (H): -0.270, atom 68 (H): 0.366, atom 69 (H): 0.382, atom 70 (H): 0.239, atom 71 (H): 0.254, atom 72 (H): 0.134, atom 73 (H): 0.416, atom 74 (H): 0.369, atom 75 (H): -0.015, atom 76 (H): 0.370, atom 77 (H): 0.412, atom 78 (H): 0.315, atom 79 (H): 0.377, atom 80 (H): 0.174, atom 81 (H): 0.322, atom 82 (H): 0.396, atom 83 (H): 0.304, atom 84 (H): 0.474, atom 85 (H): -0.505, atom 86 (H): 0.425, atom 87 (H): 0.274, atom 88 (H): 0.517, atom 89 (H): -0.135



Record 2
Entry from the Open Molecules 2025 dataset: a cluster of 2 separate species, C30H43Si3 in total at a distorted geometry (ωB97M-V/def2-TZVPD).

Calculated values
ΔE to the lowest compared entry with this formula, charge and spin (eV): 0.327
Total charge: +1
E_LUMO (eV): -5.50
E_HOMO (eV): -11.64
Energy (eV): -55435.9449
Kohn-Sham gap (eV): 6.1

Atoms and positions in Å:
C (2.71, 2.46, -0.91)
Si (1.05, 2.22, -0.08)
C (0.00, 3.41, -1.07)
H (0.46, 0.75, -0.06)
C (1.31, 3.01, 1.64)
Si (2.77, 2.33, 2.66)
C (2.57, 0.45, 2.64)
C (4.47, 2.81, 1.96)
C (2.86, 2.96, 4.44)
Si (-0.35, 3.16, 2.56)
C (-1.11, 1.43, 2.55)
C (-0.22, 3.79, 4.33)
C (-1.49, 4.41, 1.72)
H (3.16, 3.33, -0.43)
H (3.42, 1.64, -0.83)
H (2.58, 2.70, -1.97)
H (0.08, 4.39, -0.58)
H (0.41, 3.50, -2.09)
H (-1.05, 3.16, -1.15)
H (1.61, 4.06, 1.37)
H (3.51, -0.01, 2.97)
H (1.77, 0.13, 3.31)
H (2.34, 0.08, 1.63)
H (5.22, 2.73, 2.76)
H (4.79, 2.15, 1.14)
H (4.49, 3.84, 1.59)
H (3.89, 2.81, 4.81)
H (2.63, 4.03, 4.52)
H (2.19, 2.41, 5.11)
H (-2.18, 1.52, 2.80)
H (-1.04, 0.94, 1.57)
H (-0.62, 0.78, 3.28)
H (-1.20, 4.20, 4.62)
H (0.04, 2.99, 5.04)
H (0.52, 4.60, 4.44)
H (-2.24, 4.74, 2.45)
H (-0.95, 5.30, 1.37)
H (-2.03, 3.98, 0.86)
C (-4.11, -3.82, -5.79)
C (-4.01, -4.55, -4.61)
C (-3.15, -4.15, -3.58)
C (-2.30, -3.03, -3.74)
C (-1.35, -2.53, -2.70)
C (-1.66, -2.64, -1.34)
C (-0.93, -2.27, -0.21)
C (-1.25, -2.84, 1.07)
C (-0.33, -2.79, 2.16)
C (-0.66, -3.33, 3.40)
C (-1.90, -3.95, 3.62)
C (-2.76, -4.11, 2.52)
C (-2.45, -3.57, 1.29)
C (-0.13, -1.86, -3.15)
C (0.44, -0.80, -2.42)
C (1.74, -0.38, -2.67)
C (2.44, -0.85, -3.78)
C (1.82, -1.79, -4.61)
C (0.56, -2.29, -4.31)
C (-2.42, -2.31, -4.95)
C (-3.31, -2.68, -5.95)
H (-4.81, -4.11, -6.58)
H (-4.62, -5.43, -4.48)
H (-3.10, -4.73, -2.66)
H (-2.63, -3.13, -1.19)
H (0.01, -1.72, -0.26)
H (0.63, -2.31, 2.01)
H (0.05, -3.28, 4.23)
H (-2.16, -4.39, 4.59)
H (-3.69, -4.67, 2.64)
H (-3.17, -3.69, 0.49)
H (-0.14, -0.33, -1.63)
H (2.21, 0.34, -2.01)
H (3.44, -0.48, -4.00)
H (2.34, -2.15, -5.49)
H (0.12, -3.06, -4.94)
H (-1.80, -1.42, -5.11)
H (-3.38, -2.08, -6.85)

Partial charges, Mulliken, in e: atom 1 (C): -1.446, atom 2 (Si): 0.303, atom 3 (C): -1.376, atom 4 (H): 0.054, atom 5 (C): 0.296, atom 6 (Si): 0.205, atom 7 (C): -0.962, atom 8 (C): -1.175, atom 9 (C): -1.165, atom 10 (Si): 0.053, atom 11 (C): -0.824, atom 12 (C): -1.130, atom 13 (C): -1.130, atom 14 (H): 0.367, atom 15 (H): 0.370, atom 16 (H): 0.488, atom 17 (H): 0.329, atom 18 (H): 0.404, atom 19 (H): 0.325, atom 20 (H): 0.332, atom 21 (H): 0.537, atom 22 (H): 0.241, atom 23 (H): 0.150, atom 24 (H): 0.397, atom 25 (H): 0.317, atom 26 (H): 0.359, atom 27 (H): 0.372, atom 28 (H): 0.310, atom 29 (H): 0.320, atom 30 (H): 0.503, atom 31 (H): 0.089, atom 32 (H): 0.233, atom 33 (H): 0.385, atom 34 (H): 0.314, atom 35 (H): 0.310, atom 36 (H): 0.395, atom 37 (H): 0.334, atom 38 (H): 0.325, atom 39 (C): -0.400, atom 40 (C): -0.697, atom 41 (C): -0.396, atom 42 (C): 0.153, atom 43 (C): 0.248, atom 44 (C): -0.440, atom 45 (C): 0.158, atom 46 (C): 0.385, atom 47 (C): -0.210, atom 48 (C): -0.647, atom 49 (C): -0.418, atom 50 (C): -0.678, atom 51 (C): -0.391, atom 52 (C): 0.017, atom 53 (C): -0.233, atom 54 (C): -0.286, atom 55 (C): -0.660, atom 56 (C): -0.802, atom 57 (C): -0.500, atom 58 (C): -0.130, atom 59 (C): -0.752, atom 60 (H): 0.395, atom 61 (H): 0.399, atom 62 (H): 0.469, atom 63 (H): 0.334, atom 64 (H): 0.555, atom 65 (H): 0.333, atom 66 (H): 0.399, atom 67 (H): 0.393, atom 68 (H): 0.387, atom 69 (H): 0.350, atom 70 (H): 1.092, atom 71 (H): 0.100, atom 72 (H): 0.449, atom 73 (H): 0.407, atom 74 (H): 0.538, atom 75 (H): 0.467, atom 76 (H): 0.405



- Number 1 is which compound?
  C30H43Cl2CrN5O4Si4



- Which of these has the lowest total charge?
  C30H43Cl2CrN5O4Si4



- Among the records above, which one has the lowest energy?
  C30H43Cl2CrN5O4Si4